(1)
C8H19NO | the ωB97M-V functional and the def2-TZVPD basis

The geometry in XYZ format:
```
29
Properties=species:S:1:pos:R:3:forces:R:3
C 1.51070 0.50644 -2.66491 0.3832 -1.5972 1.4222
C 0.65605 0.71905 -3.93080 4.1708 2.1780 1.3453
C 2.97679 -0.25988 -2.64208 -3.9666 0.0667 -2.8898
H 0.80131 0.01819 -1.93480 0.8581 0.0237 -0.4190
H 1.76935 1.40879 -2.17768 0.0101 1.4011 0.3818
H -0.25106 0.40744 -3.67076 -3.8908 -1.2596 0.0364
H 0.69804 1.72351 -4.31374 -0.4332 0.8045 0.4333
H 3.53671 0.44601 -3.29889 0.5219 -0.9900 1.0327
H 1.15620 0.25691 -4.68763 0.6211 -2.2322 -2.3501
H 2.80833 -1.27659 -3.15650 0.7139 1.4955 0.8181
H 3.15973 -0.37770 -1.59323 0.9912 0.1009 0.2567
C 0.05581 0.59874 1.26014 0.3245 1.6813 -0.0562
C 1.31971 0.97548 2.08630 -2.7782 -2.8075 1.4417
C -1.39810 -0.76874 3.12571 5.0474 0.0767 0.6630
C -3.32912 -1.32266 1.47464 1.2416 2.2794 -1.3663
C -2.10143 -0.47665 0.89891 -2.9225 -1.0707 -1.3010
O -1.96480 -0.20540 -0.26915 -0.0368 -0.0672 0.3086
N -1.16104 -0.05149 1.81520 0.8745 -1.4149 1.6430
H -0.35985 1.62884 0.96147 0.3458 -1.4467 -0.4008
H 0.48603 0.03932 0.38498 -1.4091 0.3606 0.3601
H 0.96078 1.62418 2.85860 0.3077 0.8767 0.4405
H 1.87181 1.56837 1.27092 0.4978 -1.6645 1.7946
H -1.91635 -1.79639 2.91389 1.5944 2.3222 0.9377
H -3.53615 -1.05055 2.45079 0.1576 0.4836 2.3156
H 1.44447 -0.11114 2.85030 1.3202 3.0909 -2.7859
H -0.02435 -0.89782 3.42029 -4.4571 0.0451 -0.2216
H -1.89222 -0.10519 3.93037 0.8646 -1.0813 -1.3024
H -4.25000 -0.86039 1.12208 -0.0573 -1.2296 -1.6309
H -3.02735 -2.36070 1.51557 -0.8948 -0.4257 -0.9073
```
Forces are in eV/Å.

Summary:
- charge = +1
- 2S+1 = 2
- HOMO energy (alpha / beta) (eV) = -13.296 / -13.295
- expectation value of S² = 0.77

The net atomic charges from natural (NBO), expressed in e, are: C -0.37; C -0.62; C -0.61; H 0.15; H 0.18; H 0.21; H 0.21; H 0.22; H 0.21; H 0.21; H 0.20; C -0.29; C -0.60; C -0.46; C -0.72; C 0.63; O -0.38; N -0.10; H 0.29; H 0.29; H 0.22; H 0.29; H 0.28; H 0.22; H 0.22; H 0.25; H 0.30; H 0.29; H 0.26

=====

(2)
C8H19NO2P | the ωB97M-V functional and the def2-TZVPD basis

The geometry in XYZ format:
```
31
Properties=species:S:1:pos:R:3:forces:R:3
C -1.20318 1.92641 -0.65968 0.9804 -1.3329 -0.5904
C 0.24393 2.18351 -0.15506 0.3973 -1.0278 1.7305
C -0.83306 1.46436 -2.16037 -3.9980 1.1070 0.3005
C 1.07922 1.02577 -0.72793 -1.5337 -2.6496 1.3759
C 2.61256 1.01184 -0.90241 -2.2762 3.7531 0.3745
C -1.93405 -2.47929 2.15013 2.2385 -0.5783 -0.8736
C 1.75455 -1.69671 1.29336 -0.7100 -2.0844 -3.4143
C -1.99675 -1.08866 1.40703 1.6985 -2.5939 1.7180
N 0.31264 0.66111 -1.96370 1.2149 -2.9341 -0.0812
O -0.10910 -1.67026 -0.82947 -0.4446 -0.2366 -0.5056
O -0.55880 -0.59919 1.50818 -2.1988 0.3161 -0.0566
P 0.40297 -0.93309 0.34823 3.0579 2.2545 -0.5625
H -1.60936 0.97529 -0.15996 0.0218 1.9158 -0.4336
H -1.79024 2.87953 -0.59795 0.0961 -1.3955 -0.0814
H 0.52719 3.17023 -0.44951 0.6186 0.6740 -0.7211
H 0.42947 2.20295 0.96028 -0.7509 -0.1601 -1.0210
H -1.65957 0.83297 -2.69997 1.4661 1.3596 1.0871
H -0.62881 2.35899 -2.73597 0.1877 -0.0071 -0.2738
H 2.74953 1.96119 -1.56844 0.4930 -2.0456 0.3368
H 2.96539 0.03480 -1.25424 0.4512 0.6769 0.3179
H 2.91103 1.49114 0.07706 0.5946 -1.4785 -0.8183
H -1.39297 -2.46072 3.14478 -0.5204 0.2094 -1.2806
H -2.89672 -2.83089 2.32499 -1.9922 -0.3708 0.4854
H -1.50905 -3.34868 1.48103 -0.3087 1.9338 1.1263
H 1.44418 -2.82847 1.23656 1.0641 2.1122 0.6296
H 2.73993 -1.44935 0.91047 0.0911 -0.6721 -0.7618
H 1.79691 -1.20878 2.18580 -0.5524 0.6535 3.0398
H -2.53206 -0.39134 2.08903 -0.1022 -0.2329 -1.5194
H -2.20781 -1.41152 0.34637 -0.3766 1.5599 1.0580
H -0.04028 -0.37880 -1.85100 0.6682 0.9613 0.2530
H 0.93229 0.59566 -2.74763 0.4247 0.3131 -0.8383
```
Forces are in eV/Å.

Summary:
- charge = +1
- 2S+1 = 1
- HOMO energy (eV) = -12.945

The net atomic charges from natural (NBO), expressed in e, are: C -0.40; C -0.48; C -0.24; C 0.01; C -0.68; C -0.64; C -1.00; C -0.11; N -0.60; O -1.10; O -0.85; P 2.08; H 0.22; H 0.26; H 0.23; H 0.25; H 0.24; H 0.22; H 0.23; H 0.25; H 0.26; H 0.23; H 0.23; H 0.22; H 0.29; H 0.26; H 0.26; H 0.24; H 0.24; H 0.48; H 0.43

=====

(3)
C8H19NO4PYb | the ωB97M-V functional and the def2-TZVPD basis

The geometry in XYZ format:
```
34
Properties=species:S:1:pos:R:3:forces:R:3
C 2.80310 -0.80042 0.01239 -0.1861 -0.4072 -0.2451
C 3.03796 0.58347 -0.56353 -0.9308 -0.0743 0.8382
O 4.11101 0.89229 -0.97192 1.1191 0.1290 -0.6321
N 1.95695 1.45528 -0.65921 0.0683 0.8226 -0.8254
C 1.15298 1.75636 0.47767 0.7236 0.8990 0.3547
C -0.18363 2.48394 0.37207 -0.3871 -0.2243 -0.6593
C -1.40853 1.84640 1.11167 0.1544 0.4422 0.5118
C -1.98680 0.40396 1.00024 0.3499 -0.0719 0.4925
C -1.11834 -0.61648 0.27890 -0.5667 0.7418 -0.7587
O -0.80409 -0.18426 -0.94891 0.5342 -0.0541 0.7455
P -0.65332 -1.57930 -2.18577 -0.2243 -0.5433 -0.0783
O -1.79318 -2.40803 -1.07870 -0.0689 -0.1969 -0.0477
C -1.70176 -2.08759 0.22926 0.1789 0.2291 -0.1627
O -2.95996 -2.05019 0.87545 0.0085 -0.5034 0.0918
H 3.77415 -1.27235 0.20070 -0.3342 0.0754 -0.0363
H 2.21546 -1.36582 -0.74979 0.2382 0.1347 0.4631
H 2.15318 -0.91491 0.91382 0.2159 -0.2853 -0.6941
H 2.28415 2.28716 -1.15269 -0.2777 -0.1550 -0.0051
H 0.94740 0.80998 0.91932 -1.3169 -0.4387 -2.0421
H 1.80879 2.36667 1.18327 -0.2187 -0.3116 0.3885
H -0.12243 3.46723 0.85637 0.3127 -0.1141 -0.4038
H -0.32747 2.63491 -0.70596 -0.4488 -0.1233 0.3159
H -2.18047 2.58750 0.85669 -0.0591 -0.4021 0.3238
H -1.24749 2.00698 2.20875 0.0981 0.1852 -0.4247
H -2.99148 0.46033 0.57188 0.3400 -0.2819 -0.1852
H -2.10850 -0.02238 2.01465 -0.2217 0.4576 -0.2434
H -0.14551 -0.73381 0.97660 0.4758 0.0014 0.5206
H 0.28654 -0.81538 -2.93575 0.1204 0.0713 -0.0277
H 0.43502 -2.12945 -1.34861 -0.1098 0.1880 0.1109
H -0.65301 -2.72077 -3.01748 0.2061 0.0224 -0.1244
H -1.75932 -0.97317 -2.84223 -0.0521 0.0691 0.1403
H -1.02622 -2.77685 0.77024 -0.1305 0.0249 0.0802
H -3.36011 -2.93707 0.81387 0.2594 0.5145 -0.1097
Yb 1.56494 0.34582 2.51677 0.1300 -0.8209 2.3283
```
Forces are in eV/Å.

Summary:
- charge = +1
- 2S+1 = 1
- HOMO energy (eV) = -10.333

The net atomic charges from natural (NBO), expressed in e, are: C -0.71; C 0.65; O -0.51; N -0.61; C -0.17; C -0.42; C -0.41; C -0.45; C 0.20; O -0.78; P 0.94; O -0.79; C 0.37; O -0.74; H 0.28; H 0.34; H 0.07; H 0.42; H 0.06; H 0.14; H 0.23; H 0.27; H 0.26; H 0.17; H 0.27; H 0.20; H -0.08; H -0.13; H -0.22; H -0.08; H -0.10; H 0.11; H 0.49; Yb 1.74